[1]
Here is the molecule C7H12S from OMol25. Energies are from wB97M-V/def2-TZVPD.

## Properties
Structure (SMILES)   C[C@H]1C=CC[C@]1(C)S
HOMO   -8.96 eV
LUMO energy   0.83 eV

Element x y z (Å)
C  0.3784  0.6629  1.6950
C  -0.6225  0.1675  0.7217
C  -1.2470  1.3958  -0.0120
C  -1.0550  1.4060  -1.3137
C  -0.1603  0.2060  -1.7163
C  -0.0981  -0.6701  -0.5186
C  1.2376  -1.2712  -0.3180
S  -1.4408  -1.9620  -0.7908
H  1.3602  0.7872  1.3448
H  0.4357  0.0644  2.6355
H  0.0246  1.7024  1.9785
H  -1.4930  -0.4789  1.1040
H  -2.0084  2.0914  0.4080
H  -1.5515  1.9145  -2.0991
H  -0.5837  -0.3138  -2.6182
H  0.8519  0.6870  -1.7119
H  1.6928  -0.9795  0.6011
H  1.9199  -1.0287  -1.0855
H  1.1899  -2.4041  -0.1726
H  -1.4649  -2.0866  0.6108



[2]
Here is the molecule C3H7ClO from OMol25. Energies are from wB97M-V/def2-TZVPD.

## Properties
Structure (SMILES)   COCCCl
HOMO   -9.93 eV
LUMO energy   0.95 eV

Element x y z (Å)
C  1.4095  -1.0131  0.0173
O  0.7543  -0.1169  -0.7802
C  -0.1041  0.9351  -0.4841
C  -1.2238  0.4490  0.4213
Cl  -2.5188  -0.6221  -0.3921
H  1.5135  -0.5271  0.9897
H  0.8665  -1.8636  0.1071
H  2.3758  -1.1585  -0.4718
H  -0.6916  1.1162  -1.3976
H  0.4002  1.7575  -0.0105
H  -0.9722  -0.2257  1.2327
H  -1.8093  1.2692  0.7683



[3]
Here is the molecule C3H9NS2 from OMol25. Energies are from wB97M-V/def2-TZVPD.

## Properties
Structure (SMILES)   C[C@@H](N)CSS
HOMO   -8.98 eV
LUMO energy   0.54 eV

Element x y z (Å)
C  -1.7745  0.0575  1.0749
C  -0.6724  -0.2731  -0.0635
N  -0.7249  0.8711  -1.0082
C  0.7835  -0.3361  0.4890
S  1.5997  -1.0550  -0.9971
S  3.5283  -0.3892  -0.6591
H  -2.8026  -0.3362  0.9290
H  -1.3148  -0.5009  1.8846
H  -1.6965  1.1399  1.2747
H  -0.9859  -1.2160  -0.5395
H  -1.5190  0.6300  -1.6188
H  0.0348  0.8615  -1.6898
H  1.1110  0.6977  0.5918
H  0.9329  -1.0476  1.2928
H  3.5005  0.8964  -0.9606



[4]
Here is a 2-piece molecular cluster, C9H14O overall from OMol25. Energies are from wB97M-V/def2-TZVPD.

## Properties
Structure (SMILES)   Cc1ccc(O)cc1.CC
HOMO   -8.26 eV
LUMO energy   0.86 eV

Element x y z (Å)
C  1.3541  -0.5105  1.8594
C  0.1283  0.0134  1.1943
C  0.0243  1.3709  0.7819
C  -1.2243  1.7917  0.4548
C  -2.2473  0.8500  0.2204
O  -3.4343  1.3422  -0.3290
C  -2.1997  -0.4926  0.6208
C  -0.9496  -0.8855  1.0670
H  1.4938  0.1028  2.8000
H  2.1776  -0.1135  0.9755
H  1.6229  -1.6019  2.1644
H  0.7889  2.0852  0.7617
H  -1.3933  2.8614  0.1775
H  -4.1323  0.9364  0.2940
H  -3.1151  -1.1238  0.5621
H  -0.7256  -1.9212  1.4443
C  2.2065  -0.3170  -2.0551
C  0.7741  -0.7865  -1.7285
H  2.7545  -1.1311  -1.4920
H  2.4087  0.5851  -1.5361
H  2.2565  -0.5859  -3.1922
H  0.2196  0.1762  -1.6804
H  0.2979  -1.3631  -2.5658
H  0.9138  -1.2825  -0.7989



[5]
Here is C5H10O as an isolated structure from OMol25. Energies are from wB97M-V/def2-TZVPD.

## Properties
HOMO   -7.13 eV
LUMO energy   1.05 eV

Element x y z (Å)
C  -1.5894  -0.6100  -0.5454
C  0.5018  -0.5490  0.2030
C  1.3594  -1.3884  -0.5640
C  0.6115  0.9381  0.0856
C  0.0048  1.8195  1.0758
O  1.3992  1.5323  1.1067
H  -2.1418  -0.3700  0.3723
H  -1.9339  -1.5824  -0.9298
H  -1.7471  0.1714  -1.2997
H  0.1824  -0.9153  1.1746
H  -0.0496  -1.1835  -0.7666
H  1.5444  -2.4135  -0.2625
H  1.8992  -0.9846  -1.4147
H  0.8035  1.3100  -0.9228
H  -0.2626  2.8395  0.8004
H  -0.5817  1.3859  1.8870



[6]
Here is C37H42FeN2O6P2S2Si2 as an isolated structure from OMol25. Energies are from wB97M-V/def2-TZVPD.

## Properties
Spin multiplicity   5
Expectation value of S²   6.0094
HOMO (spin up / spin down)   -1.74 / -2.33 eV
LUMO energy (spin up / spin down)   4.41 / 4.41 eV
Net charge   -2

Element x y z (Å)
Fe  0.9672  -0.0745  -0.4996
C  3.0545  -0.4912  2.8568
Si  1.9279  0.9627  2.5302
C  1.4705  1.6198  4.2494
C  2.8985  2.3328  1.7106
N  0.5563  0.4266  1.6671
P  -0.8310  1.0538  1.1393
C  -1.3194  0.6955  -0.4268
P  -1.5295  -0.9296  -0.7454
N  -0.2924  -1.8763  -0.3012
Si  0.3960  -3.3435  -0.8620
C  1.0437  -3.2841  -2.6153
C  -0.8262  -4.7863  -0.7750
C  1.7997  -3.7496  0.3029
C  -3.0713  -1.6462  -0.0196
C  -3.0152  -2.4674  1.1014
C  -4.1807  -2.9044  1.7222
C  -5.4196  -2.5300  1.2238
C  -5.4892  -1.7046  0.1068
C  -4.3228  -1.2625  -0.5007
C  -1.8977  -1.1222  -2.5367
C  -2.4395  -2.3072  -3.0366
C  -2.6150  -2.4896  -4.4011
C  -2.2349  -1.4881  -5.2876
C  -1.6953  -0.3067  -4.8001
C  -1.5343  -0.1232  -3.4321
C  -2.0924  0.6023  2.4120
C  -3.4225  0.9969  2.2583
C  -4.3925  0.5861  3.1597
C  -4.0455  -0.2279  4.2341
C  -2.7290  -0.6314  4.3922
C  -1.7600  -0.2221  3.4801
C  -0.8363  2.8881  1.3015
C  -0.6921  3.6826  0.1674
C  -0.6187  5.0650  0.2844
C  -0.7021  5.6694  1.5325
C  -0.8625  4.8852  2.6680
C  -0.9262  3.5031  2.5478
H  3.7796  -0.2482  3.6407
H  2.4614  -1.3503  3.1854
H  3.6024  -0.7836  1.9598
H  2.3629  1.6949  4.8799
H  1.0201  2.6142  4.1936
H  0.7595  0.9528  4.7465
H  3.7587  2.6052  2.3309
H  3.2610  2.0273  0.7259
H  2.2685  3.2170  1.5705
H  0.2462  -3.5145  -3.3279
H  1.4435  -2.2942  -2.8598
H  1.8630  -3.9953  -2.7570
H  -1.4373  -4.8425  -1.6800
H  -0.2917  -5.7373  -0.6794
H  -1.4997  -4.6885  0.0801
H  2.5813  -2.9880  0.2321
H  1.4311  -3.7551  1.3329
H  2.2515  -4.7213  0.0810
H  -2.0414  -2.7494  1.4854
H  -4.1182  -3.5299  2.6053
H  -6.3282  -2.8716  1.7069
H  -6.4532  -1.3985  -0.2838
H  -4.3767  -0.6023  -1.3595
H  -2.7349  -3.0910  -2.3481
H  -3.0371  -3.4159  -4.7741
H  -2.3538  -1.6334  -6.3555
H  -1.3811  0.4750  -5.4811
H  -1.1173  0.7977  -3.0408
H  -3.6909  1.6117  1.4058
H  -5.4247  0.8856  3.0188
H  -4.8053  -0.5580  4.9336
H  -2.4554  -1.2784  5.2183
H  -0.7305  -0.5477  3.5713
H  -0.6304  3.1917  -0.7961
H  -0.4923  5.6715  -0.6049
H  -0.6437  6.7486  1.6213
H  -0.9345  5.3485  3.6455
H  -1.0583  2.8924  3.4342
O  4.0852  -1.6829  -2.3403
S  4.2667  -0.7618  -1.2454
O  5.4183  -0.9989  -0.4026
O  3.0532  -0.5587  -0.4322
C  4.6023  0.8428  -2.0190
C  5.9481  1.2046  -2.0297
C  6.3757  2.3718  -2.6400
C  5.4589  3.2041  -3.2553
C  4.1157  2.8666  -3.2490
C  3.6764  1.6967  -2.6367
S  1.8930  1.5077  -2.5959
O  1.5750  0.0831  -2.7136
O  1.3811  2.3371  -3.6577
O  1.5402  1.9498  -1.2316
H  6.6458  0.5446  -1.5344
H  7.4286  2.6304  -2.6307
H  5.7829  4.1213  -3.7334
H  3.3781  3.5012  -3.7191